Entry 1:
The following is a quantum chemistry calculation of a molecular structure, C16H24BF7GaO8 in a non-equilibrium geometry, from the Open Molecules 2025 dataset.

Geometry as XYZ:
```
57
Properties=species:S:1:pos:R:3:lowdin_charge:R:1
O -1.0331 -0.1738 -1.9568 0.085
B -0.9393 1.0942 -2.5456 -0.808
O -0.1804 1.1865 -3.6906 0.134
C -1.6797 2.2914 -1.8933 -0.183
Ga -3.2117 3.0869 -2.9706 0.422
C -4.6364 1.7316 -3.6631 -0.480
F -4.3104 1.2323 -4.9031 0.011
F -5.8448 2.3839 -3.8180 -0.007
C -4.9746 0.4920 -2.8345 -0.393
F -3.9533 -0.3965 -2.8151 0.135
F -6.0445 -0.1674 -3.4109 0.088
C -5.4417 0.7535 -1.3881 -0.529
F -5.6993 -0.4528 -0.8124 0.129
F -6.5861 1.4592 -1.3493 0.157
F -4.5135 1.3573 -0.6431 0.157
H -1.0096 -0.0856 -1.0085 0.066
H 0.2582 0.3384 -3.7830 0.084
H -1.9473 2.0222 -0.8761 0.032
H -0.9586 3.0935 -1.7946 0.011
H -2.6326 3.8244 -4.2841 -0.075
H -3.9886 4.2235 -2.1284 -0.085
O 1.3377 0.0743 -0.5525 0.155
C 1.8858 -0.9365 -0.2513 -0.460
O 3.1751 -1.2161 -0.6103 0.020
C 3.5169 -2.5493 -0.2082 -0.168
C 2.5504 -2.8960 0.9178 -0.167
C 1.3060 -2.1095 0.5147 -0.065
H 3.4010 -3.2100 -1.0719 0.123
H 4.5586 -2.5654 0.1075 0.118
H 2.3848 -3.9653 1.0273 0.105
H 2.9323 -2.5191 1.8658 0.112
H 0.6618 -2.6735 -0.1621 0.136
H 0.7322 -1.7651 1.3695 0.118
O 0.5432 -3.1969 3.7106 0.139
C 1.0748 -4.2212 4.0076 -0.481
O 2.3566 -4.5065 3.6596 0.002
C 2.6929 -5.8454 4.0581 -0.156
C 1.7145 -6.1892 5.1743 -0.155
C 0.4773 -5.3925 4.7638 -0.071
H 2.5806 -6.5016 3.1918 0.127
H 3.7304 -5.8653 4.3828 0.123
H 1.5438 -7.2588 5.2789 0.113
H 2.0938 -5.8142 6.1258 0.117
H -0.1654 -5.9509 4.0820 0.133
H -0.1024 -5.0416 5.6120 0.125
O -0.3378 4.0061 0.3337 0.139
C 0.7074 4.4722 0.0122 -0.482
O 1.7156 3.7274 -0.5125 0.030
C 2.8783 4.5342 -0.7165 -0.166
C 2.3663 5.9673 -0.8013 -0.160
C 1.1528 5.9211 0.1249 -0.075
H 3.5557 4.3863 0.1298 0.121
H 3.3766 4.2068 -1.6261 0.124
H 3.1152 6.7083 -0.5239 0.108
H 2.0409 6.1814 -1.8199 0.118
H 1.4178 6.1214 1.1643 0.124
H 0.3558 6.5885 -0.1891 0.124
```

M: 557.88 g mol⁻¹
2S+1: 1
Net charge: -1
DFT total energy: -105440.4594 eV


Entry 2:
The following is a quantum chemistry calculation of a molecular structure, C16H24Br18N3O3S2 in a non-equilibrium geometry, from the Open Molecules 2025 dataset.

Geometry as XYZ:
```
66
Properties=species:S:1:pos:R:3:lowdin_charge:R:1
N 5.5404 -1.1936 -1.6786 0.083
C 4.5106 -0.4690 -2.4619 -0.434
O 3.7657 -1.1277 -3.1972 0.055
C 4.5127 1.1004 -2.3023 -0.105
C 3.0708 1.7739 -2.2811 -0.110
C 1.9198 0.8863 -1.6405 -0.231
C 1.5028 1.0829 -0.1085 -0.094
N 0.1852 1.1867 -0.1412 0.035
C -0.6008 1.1507 -1.4236 -0.593
S -1.6394 2.7066 -1.2492 0.812
C -1.4334 -0.1661 -1.7431 -0.158
C -2.4459 -0.0224 -2.9601 -0.265
C -3.7634 -0.9148 -2.7166 -0.590
S -3.4396 -2.7144 -3.0240 0.658
C 0.6193 1.3759 -2.4602 -0.250
O 0.4801 0.8440 -3.7928 -0.045
N 0.4115 1.9203 -4.6409 -0.028
O 0.2285 1.5462 -5.7439 0.105
H 6.3873 -1.2490 -2.2706 0.100
H 5.2200 -2.1525 -1.5067 0.077
H 5.1508 1.3628 -1.4103 0.047
H 5.0455 1.5133 -3.2278 0.142
H 2.7793 2.0234 -3.3547 0.123
H 3.1984 2.7909 -1.7735 0.140
H 1.9053 -0.2255 -1.8057 0.042
H 2.1396 1.0926 0.8286 0.142
H -0.4247 1.3069 0.6767 0.100
H -2.6762 2.2999 -0.4048 -0.140
H -0.7292 -1.0280 -2.0064 0.120
H -2.0365 -0.5398 -0.8476 0.129
H -2.0057 -0.3835 -3.9509 0.114
H -2.8123 1.0308 -3.1551 0.094
H -4.5672 -0.5309 -3.4315 0.065
H -4.1790 -0.7018 -1.6745 0.047
H -4.1137 -3.3615 -1.9979 -0.151
H 0.5577 2.4990 -2.6117 0.130
C -7.5856 -3.3110 -1.2939 -1.599
Br -7.3888 -4.6327 -2.6959 0.581
Br -6.5642 -3.7772 0.2863 0.559
Br -7.1587 -1.5278 -1.9224 0.582
H -8.6337 -3.3049 -1.0061 -0.025
C -4.4864 1.5004 2.7988 -1.602
Br -4.6191 0.2523 4.2726 0.594
Br -2.6428 1.9594 2.4098 0.543
Br -5.4135 0.8592 1.2213 0.575
H -4.9813 2.4165 3.1104 -0.072
C 7.3617 2.8549 1.1496 -1.608
Br 8.1376 4.4178 1.9883 0.591
Br 5.4558 2.7254 1.4915 0.532
Br 7.7575 2.7837 -0.7460 0.580
H 7.8264 1.9843 1.6052 -0.023
C 1.8357 -3.3177 0.5204 -1.530
Br 1.8034 -1.4182 0.1013 0.856
Br 1.4282 -3.6503 2.3847 0.574
Br 0.6842 -4.3262 -0.6637 0.621
H 2.8522 -3.6633 0.3485 -0.021
C 0.8021 -5.0796 6.6861 -1.609
Br 2.5025 -5.8711 6.2001 0.568
Br 0.4608 -3.4477 5.6954 0.517
Br -0.6565 -6.3425 6.5137 0.576
H 0.8656 -4.8067 7.7363 -0.026
C -2.3873 4.4287 5.9834 -1.587
Br -4.0736 4.3628 5.0263 0.590
Br -1.3741 2.7873 5.7820 0.537
Br -1.3426 5.9838 5.4909 0.580
H -2.6260 4.5266 7.0392 -0.023
```

M: 1808.79 g mol⁻¹
Energy relative to the best compared isomer or geometry (same formula, charge and spin): 70.9 kcal/mol
2S+1: 1
Net charge: +1
DFT total energy: -1310015.4281 eV


Entry 3:
The following is a quantum chemistry calculation of 5 unconnected molecules or ions with the total composition C16H24ClO12 in a non-equilibrium geometry, from the Open Molecules 2025 dataset.

Geometry as XYZ:
```
53
Properties=species:S:1:pos:R:3:lowdin_charge:R:1
Cl -8.2004 -19.5840 -5.7238 0.574
O -8.5879 -18.4450 -4.8956 -0.405
O -8.7336 -19.3591 -6.9964 -0.378
O -6.7649 -19.6409 -5.8200 -0.404
O -8.6592 -20.8338 -5.2065 -0.388
O -16.7424 -18.9984 -0.8336 0.053
C -16.0776 -18.8306 -1.8820 -0.425
O -14.7447 -18.8918 -1.8456 0.021
C -14.1638 -18.8816 -3.1460 -0.152
C -15.2029 -18.2216 -4.0346 -0.164
C -16.5109 -18.1974 -3.2378 -0.057
H -13.9185 -19.8751 -3.5213 0.127
H -13.2540 -18.3211 -2.9311 0.135
H -15.1774 -18.6520 -5.0357 0.115
H -14.8028 -17.2203 -4.1936 0.110
H -17.2572 -18.8781 -3.6474 0.116
H -16.8449 -17.1603 -3.2083 0.121
O -10.7958 -22.1176 -14.8262 0.113
C -10.0463 -22.4988 -13.9818 -0.421
O -9.0839 -21.6367 -13.4553 0.016
C -8.4495 -22.2724 -12.3923 -0.209
C -9.0501 -23.6145 -12.1504 -0.185
C -9.9322 -23.9352 -13.3025 -0.059
H -8.6943 -21.6477 -11.5333 0.134
H -7.3824 -22.3015 -12.6127 0.129
H -9.3550 -23.6858 -11.1063 0.126
H -8.2264 -24.3279 -12.1743 0.112
H -10.9292 -24.3315 -13.1102 0.121
H -9.5252 -24.4686 -14.1614 0.123
O 1.7986 -19.2415 -9.1720 0.026
C 1.2162 -19.3639 -8.0364 -0.505
O 0.5521 -18.4371 -7.4716 0.085
C -0.1086 -19.0325 -6.3270 -0.132
C 0.6681 -20.2500 -5.8834 -0.143
C 1.0900 -20.6328 -7.2564 -0.120
H -1.1454 -19.2407 -6.5916 0.139
H -0.1235 -18.2330 -5.5863 0.129
H 0.1413 -21.0227 -5.3236 0.125
H 1.5503 -19.9852 -5.3006 0.121
H 0.3134 -21.1727 -7.7981 0.142
H 2.0440 -21.1384 -7.4059 0.132
O -5.8635 -28.5950 -7.5188 0.106
C -5.2808 -27.5820 -7.1974 -0.466
O -5.7738 -26.3194 -7.4076 0.063
C -4.8491 -25.4332 -6.8552 -0.237
C -3.9150 -26.0896 -5.9296 -0.157
C -3.9663 -27.5092 -6.5071 -0.074
H -5.2623 -24.6113 -6.2706 0.135
H -4.3147 -24.8724 -7.6221 0.129
H -4.2405 -25.8718 -4.9124 0.121
H -2.9343 -25.6277 -6.0443 0.117
H -3.9483 -28.3577 -5.8232 0.129
H -3.1971 -27.6381 -7.2686 0.135
```

M: 443.81 g mol⁻¹
Energy relative to the best compared isomer or geometry (same formula, charge and spin): 69.8 kcal/mol
2S+1: 1
Net charge: -1
DFT total energy: -54066.9373 eV


Entry 4:
The following is a quantum chemistry calculation of a molecular structure, C16H24F3InN3Si2 in a non-equilibrium geometry, from the Open Molecules 2025 dataset.

Geometry as XYZ:
```
49
Properties=species:S:1:pos:R:3:lowdin_charge:R:1
In -0.2982 -0.2725 -0.1699 0.776
C 0.8200 -0.6732 3.4881 -0.216
Si -0.5752 0.1601 2.4629 0.517
C -2.2897 -0.1860 3.2402 -0.213
C -0.2275 2.0544 2.3731 -0.313
C -0.2044 2.6665 3.6299 -0.108
C 0.0139 4.0224 3.7924 -0.065
C 0.2079 4.8130 2.6741 -0.064
C 0.1916 4.2254 1.4224 -0.111
C -0.0142 2.8574 1.2341 -0.315
Si 0.0423 2.3465 -0.6241 0.513
C 1.7006 3.0077 -1.3512 -0.214
C -1.4598 3.0971 -1.5436 -0.220
H 0.6598 -0.5220 4.5513 0.031
H 1.7946 -0.2629 3.2401 0.017
H 0.8483 -1.7456 3.3136 0.021
H -2.3117 0.1317 4.2783 0.029
H -2.5156 -1.2485 3.2158 0.023
H -3.0812 0.3408 2.7146 0.026
H -0.3707 2.0673 4.5151 0.101
H 0.0265 4.4587 4.7803 0.112
H 0.3675 5.8759 2.7745 0.111
H 0.3370 4.8592 0.5600 0.098
H 1.6630 4.0871 -1.4637 0.030
H 1.8968 2.5948 -2.3371 0.018
H 2.5511 2.7789 -0.7131 0.022
H -1.4090 4.1816 -1.5738 0.030
H -2.3879 2.8214 -1.0472 0.026
H -1.5064 2.7397 -2.5691 0.022
N 2.6922 -0.6249 -1.2176 -0.055
N 2.3072 -0.4719 0.1569 -0.101
H 3.7070 -0.6306 -1.3320 0.096
H 2.3318 0.1775 -1.7332 0.047
H 2.7683 0.3179 0.6153 0.094
H 2.5986 -1.3169 0.6473 0.095
F -2.2667 -6.0511 -4.4523 0.161
C -1.0014 -5.8215 -4.1003 -0.596
F -0.2797 -5.7441 -5.2254 0.164
F -0.5710 -6.9020 -3.4342 0.163
C -0.8446 -4.5733 -3.2629 -0.075
C -1.9474 -3.8197 -2.8837 0.043
C -1.7253 -2.6975 -2.1022 -0.108
N -0.5122 -2.3233 -1.7117 -0.027
C 0.5406 -3.0411 -2.0860 -0.105
C 0.4276 -4.1797 -2.8650 0.043
H -2.9434 -4.0988 -3.1887 0.131
H -2.5495 -2.0687 -1.7790 0.120
H 1.5000 -2.6631 -1.7520 0.091
H 1.2984 -4.7441 -3.1616 0.137
```

M: 486.37 g mol⁻¹
2S+1: 1
Net charge: +1
DFT total energy: -50527.9472 eV